1.
# C6H9NS

A single C6H9NS molecule at a distorted geometry (ωB97M-V with the def2-TZVPD basis set, OMol25).

```
! wB97M-V def2-TZVPD RIJCOSX def2/J DEFGRID3
* xyz 0 1
C -0.240 -2.217 -0.202
C 0.658 -1.072 -0.051
C 0.158 0.242 -0.123
C 0.937 1.470 0.064
C -1.214 0.714 -0.319
C -2.277 0.138 0.377
H 0.349 -3.025 -0.471
H -0.733 -2.595 0.653
H -1.196 -1.981 -0.804
H 0.253 2.517 0.408
H 2.904 1.028 -0.016
H 2.530 2.825 0.204
H -1.378 1.436 -1.192
H -2.106 -0.382 1.405
H -3.315 0.372 0.029
N 2.293 1.770 -0.070
S 2.376 -1.239 0.108
*
```

Its relative energy (zero: lowest compared OMol25 entry of this formula, charge and spin) is 79.4 kcal per mole. The HOMO energy is -7.7 eV. For the lowest unoccupied orbital energy, the calculation gives -0.317 eV.

2.
# C6H9NS2

A single C6H9NS2 molecule at a distorted geometry (ωB97M-V with the def2-TZVPD basis set, OMol25).

```
! wB97M-V def2-TZVPD RIJCOSX def2/J DEFGRID3
* xyz 0 1
C -1.271 -0.121 1.990
C -2.379 0.556 2.037
C -0.611 0.478 0.083
C 1.050 0.718 -1.727
C 0.616 -1.521 -0.634
C 0.665 -0.007 -0.443
N -1.503 1.248 -0.308
S -2.811 1.568 0.622
S 1.908 0.395 0.889
H -0.696 -0.779 2.592
H -3.134 0.639 2.801
H 2.008 0.354 -2.085
H 1.121 1.788 -1.545
H 0.292 0.546 -2.490
H 0.344 -2.013 0.295
H 1.586 -1.889 -0.958
H -0.124 -1.771 -1.393
H 2.938 -0.188 0.272
*
```

Its relative energy (zero: lowest compared OMol25 entry of this formula, charge and spin) is 64.9 kcal per mole. The HOMO energy is -8.7 eV. For the lowest unoccupied orbital energy, the calculation gives 0.714 eV.

3.
# C6H9NS2

2 unconnected molecules or ions with the total composition C6H9NS2 at a distorted geometry (ωB97M-V with the def2-TZVPD basis set, OMol25).

```
! wB97M-V def2-TZVPD RIJCOSX def2/J DEFGRID3
* xyz 0 1
C -2.786 -0.493 -0.984
C -3.459 0.540 1.180
C -1.744 0.249 -0.116
C 2.592 -0.170 0.159
C -0.475 0.397 -0.500
C 1.736 -1.173 0.757
N -2.223 0.706 1.046
S -4.346 -0.451 -0.026
S 1.106 -2.412 -0.022
H -2.877 0.074 -1.851
H -3.885 0.912 2.157
H 3.631 -0.189 0.756
H 2.963 -0.110 -0.885
H 2.154 0.833 0.520
H -0.122 -0.278 -1.334
H 0.318 1.084 -0.177
H 1.665 -0.965 1.797
H -2.732 -1.600 -1.203
*
```

Its relative energy (zero: lowest compared OMol25 entry of this formula, charge and spin) is 72.3 kcal per mole. The HOMO energy is -8.3 eV. For the lowest unoccupied orbital energy, the calculation gives -0.061 eV.

4.
# C6H9P

A single C6H9P molecule at a distorted geometry (ωB97M-V with the def2-TZVPD basis set, OMol25).

```
! wB97M-V def2-TZVPD RIJCOSX def2/J DEFGRID3
* xyz 0 1
C -1.519 -0.228 0.881
C -0.324 -0.824 0.793
C -2.225 0.700 -0.041
C 1.932 1.550 -0.168
C -1.961 0.647 -1.396
C 2.371 -1.023 0.192
P 1.061 0.155 -0.129
H -2.240 -0.732 1.537
H 0.192 -1.558 1.372
H -2.881 1.577 0.353
H 1.268 2.466 -0.226
H -1.323 -0.247 -1.597
H -2.272 1.308 -2.262
H 2.866 -1.311 -0.737
H 1.984 -1.948 0.596
H 3.069 -0.532 0.829
*
```

Its relative energy (zero: lowest compared OMol25 entry of this formula, charge and spin) is 117.3 kcal per mole. The HOMO energy is -8.4 eV. For the lowest unoccupied orbital energy, the calculation gives -0.177 eV.

5.
# C6N3O27Zr3

A molecular structure, C6N3O27Zr3 at a distorted geometry (ωB97M-V with the def2-TZVPD basis set, OMol25).

```
! wB97M-V def2-TZVPD RIJCOSX def2/J DEFGRID3
* xyz -3 1
Zr 3.482 -1.141 -0.179
Zr -1.261 2.622 0.830
Zr -1.047 -3.619 1.149
C -1.025 -2.642 4.274
O -0.761 -3.639 4.948
O -1.040 -2.702 3.052
O -1.125 -1.424 4.744
C 3.767 1.854 -1.610
O 3.925 2.450 -2.723
O 3.687 0.598 -1.436
O 3.634 2.532 -0.551
C 1.837 -3.132 -2.405
O 2.276 -4.143 -2.989
O 0.933 -2.684 -3.162
O 2.365 -2.460 -1.571
C -4.363 1.630 0.117
O -3.080 1.639 0.351
O -5.196 2.399 0.453
O -4.833 0.802 -0.670
C -1.936 2.264 3.719
O -2.158 1.468 4.656
O -1.241 1.911 2.732
O -2.293 3.420 3.489
C 2.223 -3.667 1.248
O 2.920 -2.685 1.168
O 1.081 -3.700 0.817
O 2.681 -4.870 1.518
N 0.207 -0.336 0.264
O -0.427 0.686 0.134
O 1.419 -0.336 0.179
O -0.371 -1.412 0.438
N -1.076 0.726 -3.727
O -0.584 -0.378 -4.125
O -0.999 1.695 -4.547
O -1.258 1.030 -2.652
N -0.106 3.821 -2.025
O -0.446 3.657 -3.124
O -0.478 3.081 -1.152
O 0.670 4.683 -1.631
*
```

The HOMO energy is -0.4 eV. For the lowest unoccupied orbital energy, the calculation gives 1.741 eV.

6.
# C70H162N10O15

10 unconnected molecules or ions with the total composition C70H162N10O15 at a distorted geometry (ωB97M-V with the def2-TZVPD basis set, OMol25).

```
! wB97M-V def2-TZVPD RIJCOSX def2/J DEFGRID3
* xyz 0 1
C 14.462 5.015 -0.721
C 13.889 4.391 -2.042
C 12.660 5.262 -2.471
C 12.173 5.019 -3.895
C 13.341 5.405 -4.855
C 14.643 4.589 -4.545
N 14.904 4.536 -3.077
O 16.111 3.900 -2.694
C 14.581 3.147 -5.157
C 15.809 5.303 -5.212
C 13.400 2.934 -1.806
H 13.648 4.929 -0.002
H 14.827 6.026 -0.905
H 15.264 4.408 -0.302
H 11.833 5.093 -1.781
H 12.895 6.326 -2.467
H 11.336 5.622 -4.247
H 11.899 3.982 -4.088
H 13.632 6.454 -4.796
H 12.945 5.301 -5.866
H 15.209 2.522 -4.522
H 13.596 2.692 -5.050
H 14.937 3.085 -6.185
H 16.693 4.702 -4.996
H 15.696 5.348 -6.295
H 15.859 6.336 -4.869
H 14.268 2.368 -1.470
H 13.089 2.436 -2.724
H 12.651 2.858 -1.017
H 16.794 4.555 -2.859
C 1.531 0.404 0.250
C 2.388 -0.473 -0.748
C 3.444 -1.270 0.142
C 3.003 -2.544 0.799
C 2.191 -3.511 -0.175
C 1.089 -2.717 -0.970
N 1.626 -1.473 -1.549
O 0.626 -0.814 -2.242
C 0.617 -3.620 -2.189
C -0.051 -2.591 0.114
C 3.171 0.410 -1.746
H 1.938 1.371 0.546
H 1.354 -0.169 1.160
H 0.545 0.586 -0.177
H 4.404 -1.449 -0.341
H 3.745 -0.551 0.904
H 2.345 -2.376 1.652
H 3.903 -3.039 1.165
H 1.926 -4.411 0.379
H 2.870 -3.957 -0.901
H 1.314 -3.705 -3.023
H 0.507 -4.615 -1.758
H -0.261 -3.185 -2.667
H -0.922 -2.098 -0.318
H -0.402 -3.539 0.522
H 0.296 -1.954 0.927
H 3.933 -0.058 -2.368
H 3.672 1.159 -1.132
H 2.564 1.043 -2.392
H 0.982 -0.735 -3.130
C 6.336 10.226 0.556
C 5.744 11.306 1.500
C 6.108 10.895 3.020
C 7.486 11.398 3.528
C 7.638 12.888 3.280
C 7.512 13.269 1.792
N 6.148 12.715 1.325
O 5.900 13.222 0.073
C 7.465 14.815 1.737
C 8.751 12.737 1.061
C 4.230 11.202 1.331
H 6.109 9.226 0.925
H 7.417 10.364 0.587
H 6.103 10.318 -0.505
H 5.314 11.148 3.722
H 6.306 9.832 3.155
H 8.358 10.869 3.143
H 7.478 11.205 4.601
H 8.639 13.174 3.601
H 6.904 13.386 3.915
H 7.274 15.110 0.705
H 6.627 15.216 2.307
H 8.410 15.292 1.997
H 9.565 13.458 1.125
H 9.219 11.793 1.338
H 8.571 12.641 -0.009
H 3.845 11.456 0.344
H 3.715 11.853 2.038
H 3.872 10.176 1.419
H 5.120 13.755 0.243
C -5.105 3.520 -6.548
C -5.232 4.983 -6.258
C -5.612 5.019 -4.679
C -5.262 6.343 -3.997
C -3.830 6.687 -4.350
C -3.557 6.871 -5.860
N -3.996 5.639 -6.610
O -3.535 5.531 -7.921
C -4.354 8.121 -6.267
C -2.028 7.122 -5.954
C -6.403 5.563 -7.197
H -4.335 3.024 -5.958
H -4.947 3.291 -7.602
H -6.021 2.983 -6.304
H -6.692 4.912 -4.578
H -5.268 4.218 -4.024
H -5.334 6.436 -2.913
H -5.978 7.009 -4.478
H -3.157 5.962 -3.891
H -3.712 7.636 -3.827
H -5.424 8.104 -6.058
H -4.080 9.028 -5.728
H -4.264 8.294 -7.339
H -1.361 6.350 -5.569
H -1.775 7.293 -7.000
H -1.687 8.004 -5.410
H -7.372 5.413 -6.720
H -6.472 5.000 -8.127
H -6.425 6.618 -7.470
H -2.830 4.884 -7.839
C -17.798 3.139 -5.096
O -16.888 3.801 -4.230
C -16.011 3.012 -3.446
C -15.004 2.194 -4.218
N -14.395 1.240 -3.312
C -13.540 0.385 -4.173
C -12.735 -0.585 -3.276
O -11.658 -1.207 -4.101
C -10.573 -1.625 -3.353
H -17.183 2.709 -5.886
H -18.509 3.882 -5.456
H -18.390 2.374 -4.593
H -16.483 2.400 -2.677
H -15.518 3.765 -2.831
H -14.244 2.849 -4.645
H -15.527 1.746 -5.063
H -13.839 1.729 -2.626
H -12.948 0.918 -4.917
H -14.244 -0.149 -4.811
H -13.331 -1.349 -2.776
H -12.282 0.012 -2.484
H -10.096 -2.405 -3.946
H -10.876 -2.052 -2.397
H -9.919 -0.754 -3.299
C 0.215 -8.694 -10.628
O 1.014 -7.531 -10.696
C 1.498 -7.048 -9.490
C 2.217 -5.695 -9.659
N 1.228 -4.575 -9.748
C 1.761 -3.237 -9.998
C 0.594 -2.188 -10.045
O 1.047 -0.849 -10.263
C 1.649 -0.516 -11.570
H -0.195 -8.746 -11.636
H -0.717 -8.508 -10.092
H 0.763 -9.565 -10.268
H 2.208 -7.771 -9.089
H 0.666 -6.939 -8.794
H 3.030 -5.713 -10.384
H 2.702 -5.523 -8.698
H 0.519 -4.808 -10.429
H 2.273 -3.269 -10.959
H 2.493 -3.003 -9.225
H 0.052 -2.189 -9.099
H -0.144 -2.500 -10.784
H 2.337 -1.278 -11.936
H 2.275 0.376 -11.590
H 0.940 -0.314 -12.374
C -7.714 -4.321 6.221
O -8.868 -3.929 5.548
C -9.994 -4.792 5.791
C -11.267 -4.180 5.019
N -12.475 -4.907 5.110
C -12.990 -5.090 6.465
C -13.497 -3.805 7.091
O -14.075 -4.140 8.334
C -14.473 -2.935 8.933
H -6.905 -3.631 5.982
H -7.426 -5.350 6.009
H -7.828 -4.322 7.305
H -10.232 -4.899 6.850
H -9.725 -5.782 5.423
H -11.057 -4.131 3.951
H -11.365 -3.147 5.353
H -13.207 -4.452 4.583
H -12.245 -5.514 7.138
H -13.768 -5.852 6.523
H -14.199 -3.307 6.422
H -12.678 -3.144 7.374
H -14.941 -3.021 9.914
H -15.189 -2.454 8.267
H -13.699 -2.186 9.103
C 3.800 -6.358 9.743
O 2.468 -6.828 10.011
C 1.539 -5.884 10.421
C 0.257 -6.673 10.736
N 0.473 -7.427 11.938
C -0.564 -8.487 12.000
C -0.434 -9.322 13.301
O 0.733 -10.179 13.322
C 0.753 -11.167 14.354
H 4.422 -7.248 9.654
H 4.115 -5.691 10.545
H 3.842 -5.862 8.774
H 1.286 -5.117 9.688
H 1.894 -5.346 11.300
H -0.058 -7.390 9.978
H -0.570 -5.964 10.772
H 1.412 -7.775 11.804
H -0.470 -9.253 11.231
H -1.581 -8.117 12.134
H -1.344 -9.818 13.639
H -0.323 -8.559 14.072
H 0.693 -10.756 15.361
H 1.618 -11.825 14.269
H -0.106 -11.824 14.218
C -9.219 -10.335 -2.002
O -7.829 -10.699 -1.862
C -7.263 -11.157 -0.674
C -5.719 -11.136 -0.956
N -5.029 -11.742 0.206
C -3.564 -11.618 -0.024
C -2.778 -12.614 0.810
O -3.146 -13.994 0.584
C -2.341 -14.813 1.357
H -9.351 -9.591 -1.216
H -9.979 -11.108 -1.886
H -9.427 -9.861 -2.961
H -7.661 -12.147 -0.452
H -7.502 -10.510 0.171
H -5.369 -10.151 -1.265
H -5.517 -11.754 -1.831
H -5.255 -12.688 0.481
H -3.265 -10.637 0.345
H -3.291 -11.833 -1.057
H -2.941 -12.419 1.870
H -1.746 -12.385 0.541
H -1.335 -14.773 0.938
H -2.654 -15.813 1.055
H -2.464 -14.670 2.431
C 10.980 1.859 9.040
C 9.562 2.318 9.360
C 8.659 2.184 8.130
O 7.470 2.739 8.483
C 6.437 2.425 7.582
N 8.999 1.583 10.458
H 11.032 0.806 8.764
H 11.588 2.129 9.903
H 11.201 2.370 8.103
H 9.512 3.378 9.610
H 8.594 1.123 7.889
H 9.151 2.714 7.314
H 5.513 2.933 7.858
H 6.233 1.355 7.542
H 6.727 2.760 6.586
H 8.044 1.910 10.483
H 8.963 0.610 10.187
*
```

The HOMO energy is -7.9 eV. For the lowest unoccupied orbital energy, the calculation gives 0.554 eV.

Number 1: calculated total energy -686.83625 Ha, Kohn-Sham gap 7.43 eV. Number 2: calculated total energy -1085.05666 Ha, Kohn-Sham gap 9.40 eV. Number 3: calculated total energy -1085.04486 Ha, Kohn-Sham gap 8.22 eV. Number 4: calculated total energy -575.15109 Ha, Kohn-Sham gap 8.26 eV. Number 5: calculated total energy -2564.86897 Ha, Kohn-Sham gap 2.11 eV. Number 6: calculated total energy -4439.76884 Ha, Kohn-Sham gap 8.47 eV.